The following is a DFT calculation (the ωB97M-V functional and the def2-TZVPD basis) of a 13-piece molecular cluster, C39H104O13 overall.

Last column: Mulliken charge in e.
Positions of all 156 atoms, in Å:
C 2.8703 -2.7565 4.1258  -1.1296
C 2.0645 -1.5479 4.6117  0.4060
C 1.1061 -0.9906 3.5837  0.8033
O 1.3656 -1.8476 5.8193  -0.6065
H 3.6754 -2.4004 3.4764  0.2523
H 2.3350 -3.5146 3.5527  0.0951
H 3.3439 -3.2736 4.9605  0.4440
H 2.7123 -0.7343 4.9443  -0.0529
H 0.2179 -1.6301 3.5993  -0.4787
H 1.4734 -0.8049 2.5766  -0.3981
H 0.6619 -0.0555 3.9431  0.2559
H 0.7306 -2.5572 5.6657  0.3797
C 2.1929 -3.5674 -5.1523  -1.7090
C 2.8025 -2.5134 -4.2316  0.1525
C 1.9582 -2.3200 -2.9604  0.4165
O 4.1147 -2.8842 -3.8338  -0.5895
H 1.3611 -3.2024 -5.7572  0.3664
H 1.8639 -4.4977 -4.6824  0.3170
H 2.9664 -3.8803 -5.8610  0.4383
H 2.8840 -1.5604 -4.7527  0.3156
H 2.1221 -3.1235 -2.2377  0.6037
H 0.8943 -2.3790 -3.2110  -0.4490
H 2.1492 -1.3665 -2.4689  -0.7086
H 4.0717 -3.6929 -3.3116  0.4154
C -6.8249 -4.5052 1.3843  -1.6068
C -5.4959 -3.9382 0.9187  0.6510
C -5.3130 -2.4646 1.3210  -0.1838
O -4.4206 -4.7090 1.5018  -0.5856
H -7.0021 -4.3060 2.4396  0.3788
H -6.8247 -5.5581 1.1107  0.4069
H -7.6230 -3.9657 0.8689  0.3506
H -5.3267 -4.0807 -0.1518  -0.0235
H -4.2490 -2.2534 1.3822  -0.5288
H -5.7576 -2.2947 2.3064  0.4035
H -5.9278 -1.8099 0.7011  0.5035
H -3.6619 -4.6932 0.9147  0.2996
C 3.9220 1.9241 4.6245  -1.5035
C 3.6532 3.0614 3.6434  0.5620
C 2.4292 2.7661 2.8156  -0.5310
O 3.4755 4.2011 4.5140  -0.5930
H 3.0716 1.7115 5.2770  0.3861
H 4.7124 2.1731 5.3333  0.4246
H 4.1951 1.0176 4.0774  0.2804
H 4.5726 3.2212 3.0723  0.0669
H 1.5577 2.5330 3.4327  0.4687
H 2.6260 1.8900 2.1922  -0.2262
H 2.0762 3.5562 2.1493  0.3295
H 3.1869 4.9465 3.9724  0.3510
C -6.1986 2.9462 1.4970  -1.6461
C -5.9979 1.4853 1.1630  0.5507
C -4.8129 1.0798 0.2932  -0.5595
O -5.9342 0.6489 2.3100  -0.3983
H -5.4588 3.4546 2.1140  0.3084
H -7.1898 3.0151 1.9597  0.4663
H -6.3468 3.5361 0.5875  0.4131
H -6.8793 1.2569 0.5467  0.1819
H -4.9113 1.2091 -0.7880  0.5738
H -4.5265 0.0427 0.4403  -0.2422
H -3.9852 1.7698 0.4992  0.1316
H -6.5317 0.9566 3.0004  0.2621
C 3.0215 3.8415 -0.9052  -0.2335
C 4.3119 4.4422 -0.3552  0.3401
C 3.9970 5.4950 0.6971  -1.2384
O 5.0764 3.3872 0.2274  -0.4151
H 3.2835 2.8979 -1.3900  -0.1304
H 2.5688 4.4546 -1.6871  0.3119
H 2.2500 3.6637 -0.1568  -0.1639
H 4.7869 4.9066 -1.2270  0.3835
H 3.3353 6.2999 0.3707  0.3703
H 4.9085 5.9904 1.0457  0.4241
H 3.5294 5.0113 1.5527  0.1195
H 5.9692 3.7510 0.2901  0.2773
C -2.6768 -1.5446 4.1291  0.1826
C -3.3545 -0.3195 4.7849  0.6827
C -2.6834 0.0131 6.1238  -1.5041
O -3.3263 0.8636 4.0097  -0.5899
H -2.3017 -2.2334 4.8814  0.4918
H -1.8580 -1.1589 3.5180  -0.6051
H -3.4192 -2.0100 3.4837  -0.2039
H -4.3973 -0.6013 4.9843  0.2637
H -3.0061 0.9985 6.4628  0.3933
H -1.6008 0.0580 5.9898  0.2349
H -2.9546 -0.6923 6.9095  0.3775
H -4.0640 0.8400 3.3834  0.1823
C -1.3403 5.2576 -1.3740  -1.2419
C -1.3114 4.6281 -2.7656  0.5412
C -0.4597 5.4421 -3.7749  -1.3005
O -0.7622 3.3107 -2.6654  -0.4223
H -0.3550 5.1704 -0.9199  0.1192
H -2.1503 4.7890 -0.8198  0.3045
H -1.5431 6.3206 -1.4993  0.4703
H -2.2965 4.4388 -3.2033  0.2938
H -0.8010 5.3156 -4.8024  0.3376
H 0.6055 5.2597 -3.6616  0.1525
H -0.6655 6.5015 -3.5864  0.4530
H -0.5278 2.8772 -3.4889  0.0302
C -0.5236 -3.8914 2.0201  -0.9407
C 0.3084 -4.1169 0.7388  1.4085
C 1.6970 -3.5325 0.6799  1.2399
O 0.2411 -5.4681 0.2848  -0.6020
H -0.7893 -2.8566 2.2220  -0.2096
H 0.0253 -4.2053 2.9192  0.4257
H -1.4208 -4.5096 2.0098  0.4943
H -0.3498 -3.5738 0.0500  -0.8518
H 1.9341 -3.3424 -0.3688  -1.0123
H 2.4456 -4.2245 1.0710  0.7021
H 1.7654 -2.5753 1.1957  -0.6174
H 0.8214 -5.9638 0.8775  0.4007
C 5.5189 -0.2488 0.1868  -1.5838
C 4.8506 -0.9150 -1.0071  1.6099
C 4.4356 0.1862 -1.9938  -0.4862
O 5.8471 -1.7133 -1.6428  -0.6974
H 6.4285 0.2246 -0.1997  0.3750
H 5.8360 -0.9402 0.9648  0.4090
H 4.9490 0.6052 0.5573  0.1470
H 4.0184 -1.5236 -0.6386  -0.4310
H 3.5873 0.7426 -1.5777  -0.4908
H 4.1807 -0.1690 -2.9932  0.2343
H 5.2226 0.9315 -2.1237  0.5481
H 5.4898 -2.0248 -2.4866  0.4283
C -1.4113 -0.4989 0.4834  1.0416
C -0.8774 0.7797 -0.1364  0.4426
C 0.6454 0.8869 -0.1734  0.8944
O -1.2832 0.8198 -1.5307  0.1410
H -1.9513 -0.3912 1.4279  -0.0981
H -0.6606 -1.2789 0.6292  -0.3626
H -2.1898 -0.9581 -0.1334  -1.1275
H -1.3237 1.6646 0.3284  0.5327
H 1.0847 0.1929 -0.8900  -0.4173
H 1.0227 0.6289 0.8266  -0.5904
H 0.9739 1.8952 -0.4143  -0.1906
H -1.3650 1.7636 -1.7581  -0.0383
C 1.2539 1.0391 -4.2099  0.2403
C 1.1809 2.1706 -5.2478  0.0792
C 2.0408 1.9502 -6.5053  -1.5799
O -0.1989 2.2526 -5.6917  -0.5621
H 2.0651 1.1538 -3.4902  0.1748
H 1.3424 0.0830 -4.7342  0.1947
H 0.3378 0.9109 -3.6297  -0.2246
H 1.5122 3.1390 -4.8708  0.1972
H 2.0249 2.8956 -7.0401  0.4284
H 1.6348 1.1525 -7.1286  0.3944
H 3.0270 1.6523 -6.1416  0.3358
H -0.3087 1.4888 -6.2674  0.3771
C -3.4865 -2.6156 -2.1959  -1.3123
C -2.0742 -2.4701 -2.7612  2.3298
C -1.7649 -3.6484 -3.6667  -1.4945
O -1.9511 -1.2837 -3.5343  -0.6633
H -4.3030 -2.5164 -2.9166  0.4654
H -3.6926 -1.7505 -1.5510  -0.1019
H -3.5855 -3.5344 -1.6186  0.2385
H -1.4540 -2.3674 -1.8644  -0.6680
H -0.6997 -3.6915 -3.8841  0.0818
H -2.4318 -3.5684 -4.5318  0.4435
H -2.1176 -4.6262 -3.3234  0.3656
H -1.5390 -0.6042 -2.9838  0.1812

Atoms 1-2, force components in eV/Å:
0.6 0.3 -0.1
0.1 -0.2 0.2

Strongest force on any atom: 2.3 eV/A
Lowest unoccupied orbital energy: 0.01735 hartree
HOMO energy: -9.80 eV
Gap between HOMO and LUMO: 10.276 eV
Energy relative to the best compared isomer or geometry (same formula, charge and spin): 246.18 kJ/mol